This record from the OMol25 dataset describes a structure of composition C48H33BrIO9P in a non-equilibrium geometry. The level of theory is ωB97M-V/def2-TZVPD.

## Properties
HOMO: -7.798 eV
Kohn-Sham gap: 6.6580 eV
Charge: 0
Strongest force on any atom: 4.71 eV Å⁻¹
Electronic energy: -156169.7346 eV

Each line ends with the Mulliken charge.
Element x y z (Å)
C1 5.165 2.150 -4.851  -0.850
P1 3.750 1.282 -5.755  0.375
C2 4.023 -0.579 -5.921  -0.950
C3 2.038 1.710 -5.065  -0.329
I1 1.784 3.798 -4.362  0.095
C4 1.406 0.868 -3.847  -0.500
C5 -0.004 0.467 -4.484  0.608
O1 -0.885 0.124 -3.676  -0.565
O2 -0.039 0.583 -5.903  -0.293
C6 0.911 1.623 -6.271  0.474
O3 0.262 2.898 -6.460  -0.493
Br1 1.616 1.300 -8.136  -0.184
H1 4.838 3.219 -4.594  0.237
H2 5.505 1.651 -3.880  0.217
H3 6.045 2.228 -5.589  0.337
H4 4.087 -0.794 -7.051  0.297
H5 5.006 -0.935 -5.471  0.343
H6 3.165 -1.216 -5.527  0.308
H7 1.192 1.625 -3.011  0.238
H8 2.103 0.045 -3.472  0.285
H9 0.658 3.312 -7.259  0.343
C7 0.002 -7.077 1.200  -0.454
C8 -0.887 -7.092 2.272  -0.470
C9 -1.954 -6.202 2.304  -0.522
C10 -2.129 -5.285 1.268  0.176
C11 -1.225 -5.254 0.207  0.187
C12 -0.165 -6.160 0.169  -0.550
C13 -1.371 -4.252 -0.876  0.530
O4 -0.583 -4.227 -1.805  -0.681
C14 -2.483 -3.278 -0.805  0.332
C15 -2.601 -2.292 -1.785  -0.814
C16 -3.650 -1.381 -1.734  -0.528
C17 -4.590 -1.456 -0.709  -0.479
C18 -4.474 -2.433 0.273  -0.723
C19 -3.415 -3.340 0.233  0.336
C20 -3.280 -4.353 1.303  0.650
O5 -4.100 -4.417 2.203  -0.690
H10 0.830 -7.778 1.171  0.395
H11 -0.748 -7.800 3.083  0.396
H12 -2.646 -6.222 3.140  0.462
H13 0.534 -6.149 -0.661  0.460
H14 -1.874 -2.229 -2.589  0.562
H15 -3.735 -0.612 -2.495  0.462
H16 -5.413 -0.749 -0.674  0.441
H17 -5.207 -2.483 1.071  0.529
C21 9.961 2.468 -1.550  -0.550
C22 10.938 2.094 -0.630  -0.426
C23 10.585 1.376 0.507  -0.629
C24 9.251 1.040 0.734  0.410
C25 8.269 1.436 -0.175  0.151
C26 8.629 2.141 -1.324  -0.528
C27 6.843 1.128 0.078  0.543
O6 5.985 1.470 -0.717  -0.707
C28 6.475 0.406 1.317  0.171
C29 5.130 0.159 1.598  -0.564
C30 4.776 -0.529 2.753  -0.501
C31 5.762 -0.983 3.626  -0.450
C32 7.102 -0.734 3.353  -0.574
C33 7.460 -0.031 2.202  0.247
C34 8.888 0.259 1.939  0.542
O7 9.751 -0.133 2.704  -0.675
H18 10.238 3.021 -2.442  0.401
H19 11.975 2.361 -0.801  0.391
H20 11.351 1.083 1.217  0.461
H21 7.872 2.440 -2.041  0.523
H22 4.357 0.507 0.921  0.506
H23 3.729 -0.716 2.972  0.403
H24 5.485 -1.526 4.523  0.394
H25 7.865 -1.085 4.039  0.462
C35 -5.456 -0.326 4.293  -0.507
C36 -6.345 -0.341 5.366  -0.530
C37 -7.412 0.549 5.399  -0.572
C38 -7.587 1.466 4.363  0.255
C39 -6.683 1.497 3.300  0.305
C40 -5.623 0.591 3.262  -0.671
C41 -6.829 2.498 2.219  0.618
O8 -6.042 2.523 1.289  -0.688
C42 -7.941 3.473 2.290  0.188
C43 -8.058 4.459 1.309  -0.537
C44 -9.106 5.370 1.360  -0.466
C45 -10.047 5.296 2.385  -0.455
C46 -9.931 4.320 3.367  -0.561
C47 -8.872 3.412 3.327  0.184
C48 -8.737 2.398 4.397  0.575
O9 -9.557 2.335 5.297  -0.669
H26 -4.628 -1.028 4.264  0.442
H27 -6.206 -1.049 6.177  0.401
H28 -8.104 0.529 6.234  0.465
H29 -4.924 0.601 2.433  0.511
H30 -7.330 4.520 0.506  0.462
H31 -9.192 6.139 0.599  0.397
H32 -10.869 6.003 2.420  0.394
H33 -10.664 4.270 4.165  0.459